1.
Here is C19H55CrO21 as an isolated structure from the OMol25 dataset. Energies are from wB97M-V/def2-TZVPD.

Structure (ORCA input):
```
! wB97M-V def2-TZVPD RIJCOSX def2/J DEFGRID3
* xyz 0 6
Cr -3.08 -2.51 0.89
O -0.70 0.65 -0.18
C -0.61 -0.46 0.51
O 0.29 -0.53 1.32
O -1.41 -1.40 0.40
H 0.08 1.11 0.12
C -1.11 1.52 4.00
C 0.43 1.73 4.02
O 1.14 0.59 3.72
O -1.72 2.49 4.81
H -1.40 0.58 4.47
H -1.59 1.47 3.02
H 0.75 2.02 5.02
H 0.61 2.61 3.39
H 0.89 0.33 2.84
H -1.63 3.35 4.39
C -3.42 1.45 -1.88
C -4.61 1.19 -2.78
O -5.53 0.19 -2.32
O -2.54 0.32 -1.97
H -3.69 1.58 -0.83
H -2.86 2.34 -2.18
H -4.31 0.96 -3.80
H -5.06 2.18 -2.81
H -6.34 0.17 -2.84
H -1.79 0.55 -1.41
C -3.84 -0.97 3.37
C -3.18 -2.25 3.88
O -2.17 -2.77 2.94
O -3.72 -0.67 1.94
H -3.40 -0.08 3.83
H -4.87 -1.03 3.74
H -3.84 -3.08 4.11
H -2.75 -2.13 4.88
H -1.46 -3.09 3.51
H -3.87 0.27 1.80
C 1.06 -0.32 -4.38
C 1.16 -1.04 -3.09
O 2.44 -1.61 -3.07
O 1.05 -1.15 -5.50
H 1.85 0.43 -4.44
H 0.11 0.21 -4.39
H 0.45 -1.87 -3.01
H 0.97 -0.43 -2.21
H 2.30 -2.52 -2.82
H 1.94 -1.49 -5.63
C 1.55 -4.99 1.32
C 2.27 -3.70 0.88
O 2.09 -2.73 1.92
O 2.33 -5.69 2.22
H 1.31 -5.65 0.48
H 0.60 -4.73 1.78
H 1.81 -3.22 0.02
H 3.29 -4.03 0.69
H 1.50 -2.07 1.55
H 3.11 -6.05 1.79
C 4.90 1.24 0.26
C 3.69 0.57 -0.23
O 3.66 0.49 -1.66
O 6.01 0.38 -0.08
H 4.87 1.32 1.34
H 5.18 2.20 -0.18
H 2.85 1.19 0.08
H 3.41 -0.38 0.24
H 3.13 -0.29 -1.85
H 5.77 0.05 -0.95
C -1.82 -5.43 -0.06
C -1.58 -4.33 -1.10
O -2.72 -3.45 -1.23
O -2.17 -4.71 1.04
H -0.91 -6.01 0.12
H -2.62 -6.09 -0.39
H -1.46 -4.88 -2.04
H -0.66 -3.77 -0.90
H -2.61 -2.98 -2.06
H -2.07 -5.35 1.75
C 0.15 4.28 0.52
C 0.34 5.82 0.64
O -0.90 6.39 1.08
O 1.31 3.55 0.34
H -0.64 4.12 -0.20
H -0.13 3.87 1.49
H 0.53 6.14 -0.38
H 1.16 6.07 1.31
H -0.95 7.32 0.85
H 2.00 3.79 0.96
C 2.84 3.70 -2.82
C 1.32 3.38 -2.96
O 0.91 2.39 -2.02
O 3.85 2.77 -3.21
H 3.10 4.01 -1.81
H 2.96 4.61 -3.41
H 1.06 3.05 -3.96
H 0.71 4.26 -2.77
H 0.85 2.76 -1.13
H 3.74 1.98 -2.68
*
```

Calculated values
Highest occupied orbital energy (spin up / spin down): -5.5 / -9.2 eV
Gap between HOMO and LUMO (spin up / spin down): 5.6 / 9.3 eV
⟨S²⟩: 8.752
LUMO (spin up / spin down): 0.00624 / 0.00384 hartree
F_max: 4.524 eV/A

***

2.
Here is one molecule with the formula C3H6N2O from the OMol25 dataset. Energies are from wB97M-V/def2-TZVPD.

Structure (ORCA input):
```
! wB97M-V def2-TZVPD RIJCOSX def2/J DEFGRID3
* xyz 0 1
C -0.05 0.34 1.11
C 0.73 -0.50 -0.26
N 1.50 -1.49 -0.17
N 0.26 0.17 -1.36
C -1.07 0.54 -0.85
O -2.00 -0.20 -0.83
H 0.61 -0.14 1.78
H -1.08 0.19 1.51
H 0.11 1.44 1.18
H 1.73 -1.79 0.79
H 0.33 -0.17 -2.32
H -1.09 1.61 -0.60
*
```

Calculated values
Highest occupied orbital energy: -10.0 eV
Gap between HOMO and LUMO: 10.6 eV
Energy above the lowest of the compared OMol25 structures with the same formula, charge and spin: 73.1 kcal/mol
Structure (SMILES): [H]/N=C(\C)NC=O
LUMO: 0.02221 hartree
F_max: 2.364 eV/A

***

3.
Here is one molecule with the formula C6H4O from the OMol25 dataset. Energies are from wB97M-V/def2-TZVPD.

Structure (ORCA input):
```
! wB97M-V def2-TZVPD RIJCOSX def2/J DEFGRID3
* xyz 0 1
C 3.08 -0.15 -0.09
C 1.88 -0.26 -0.08
C 0.46 -0.36 -0.07
C -0.31 0.72 0.12
C -1.70 0.59 0.13
C -2.87 0.29 0.10
O 0.00 -1.61 -0.26
H 4.14 -0.06 -0.10
H 0.11 1.70 0.27
H -3.82 0.73 0.21
H -0.98 -1.59 -0.24
*
```

Calculated values
Highest occupied orbital energy: -8.6 eV
Gap between HOMO and LUMO: 9.1 eV
Energy above the lowest of the compared OMol25 structures with the same formula, charge and spin: 65.2 kcal/mol
Structure (SMILES): C#C/C=C(\O)C#C
LUMO: 0.01602 hartree
F_max: 1.294 eV/A